[1]
{
  "formula": "C5H8N2",
  "method": "wB97M-V/def2-TZVPD",
  "elements": ["C", "C", "C", "N", "C", "C", "N", "H", "H", "H", "H", "H", "H", "H", "H"],
  "xyz": [[-1.523506, 0.290385, 0.619318], [-1.002794, 0.247614, -0.805897], [0.559569, 0.506890, -0.890036], [0.973212, -0.873013, -1.071846], [1.440049, -1.213631, 0.069303], [1.609152, -0.024963, 0.927768], [1.132028, 1.016031, 0.350682], [-2.579328, 0.009158, 0.657121], [-0.977849, -0.407469, 1.266662], [-1.392990, 1.291778, 1.032551], [-1.493637, 0.973395, -1.450999], [-1.219049, -0.740460, -1.234229], [0.794065, 1.190434, -1.712716], [1.608783, -2.252935, 0.329727], [2.072298, -0.013221, 1.912585]],
  "atomic_forces_ev_per_a": [[-0.060, 0.079, 0.079], [-0.135, 0.293, -0.024], [-0.314, -0.138, -0.229], [0.366, -0.289, 0.336], [0.176, -0.109, -0.223], [-0.089, 0.216, -0.026], [-0.179, -0.520, 0.114], [0.093, 0.076, -0.050], [-0.129, 0.087, -0.132], [-0.100, -0.104, 0.103], [-0.131, 0.169, 0.173], [0.190, 0.406, -0.004], [0.058, -0.382, 0.054], [0.340, 0.103, -0.020], [-0.086, 0.111, -0.152]],
  "total_energy_ha": -304.79111,
  "gap_ev": 10.7,
  "total_charge": 0,
  "homo_energy_ha": -0.3767
}

[2]
{
  "formula": "C5H8N2",
  "method": "wB97M-V/def2-TZVPD",
  "elements": ["C", "C", "C", "C", "N", "C", "N", "H", "H", "H", "H", "H", "H", "H", "H"],
  "xyz": [[-2.366627, -0.805589, -0.023029], [-1.056047, -0.097468, -0.062149], [-0.760899, 1.321822, -0.063203], [0.635023, 1.330525, -0.140068], [1.063890, 0.057238, -0.298335], [2.366034, -0.443599, 0.063265], [0.052607, -0.825000, -0.219430], [-3.041007, -0.457363, -0.821090], [-2.872420, -0.670584, 0.940170], [-2.170635, -1.876385, -0.177467], [-1.345585, 2.093136, 0.396240], [1.364140, 2.121097, -0.215619], [3.011943, -0.846870, -0.693521], [2.194319, -1.215540, 0.777539], [2.925258, 0.314585, 0.536703]],
  "atomic_forces_ev_per_a": [[-0.224, -0.210, -0.065], [0.664, 0.504, -0.627], [1.518, -1.740, 1.002], [-0.725, -0.031, -0.581], [-0.171, 0.054, 0.191], [0.025, -0.227, -0.053], [-0.958, 0.562, -0.011], [0.220, -0.077, 0.295], [0.040, -0.013, -0.177], [-0.176, 0.329, 0.108], [-0.386, 0.372, -0.588], [-0.130, 0.186, 0.304], [-0.228, -0.155, -0.970], [-0.006, -0.607, 0.562], [0.537, 1.054, 0.608]],
  "total_energy_ha": -304.80082,
  "gap_ev": 10.0,
  "total_charge": 0,
  "homo_energy_ha": -0.3299
}

[3]
{
  "formula": "C5H8N2",
  "method": "wB97M-V/def2-TZVPD",
  "elements": ["H", "N", "C", "C", "C", "N", "C", "C", "H", "H", "H", "H", "H", "H", "H"],
  "xyz": [[1.589910, -2.294205, 0.984123], [1.926949, -1.329750, 0.977683], [1.104426, -0.491251, 0.478739], [1.294099, 0.936265, 0.532934], [0.245241, 1.653726, 0.182562], [-0.490325, 2.495371, -0.222327], [-0.486273, -0.958998, 0.212446], [-1.305782, -0.509332, -0.975419], [2.190347, 1.356828, 0.973100], [-0.035467, 3.372533, -0.485604], [-1.082619, -0.927123, 1.129883], [-0.306246, -2.030922, 0.060036], [-1.936708, 0.354836, -0.753241], [-0.670965, -0.347695, -1.851449], [-2.036587, -1.280285, -1.243463]],
  "atomic_forces_ev_per_a": [[-0.179, 0.330, -0.127], [0.250, 0.460, -0.585], [-2.799, -1.355, 0.922], [0.085, -1.414, -0.025], [2.060, 0.885, -0.179], [-1.100, 1.623, 0.942], [2.293, -1.396, 0.077], [-0.428, 0.326, -0.314], [-0.385, 0.198, 0.344], [-0.568, -0.400, -1.099], [0.443, 0.448, 0.119], [-0.117, 0.023, 0.066], [0.403, 0.180, -0.241], [-0.227, 0.221, 0.037], [0.268, -0.128, 0.064]],
  "total_energy_ha": -304.71623,
  "gap_ev": 8.4,
  "total_charge": 0,
  "homo_energy_ha": -0.3103
}